12
Properties=species:S:1:pos:R:3:forces:R:3 method="wB97M-V/def2-TZVPD" total_charge=-1 relative_energy_kcal_mol=135.2 fmax_ha_per_bohr=0.08769
C -1.53319 -2.68814 0.07354 0.34 1.05 0.11
C -1.61021 -1.47143 0.21938 1.61 -0.42 0.81
O -1.28793 -0.13802 0.52344 0.80 -3.02 -1.76
P 0.23716 0.24232 -0.16744 1.62 4.11 -0.91
O 0.57241 1.69196 -0.05378 -1.39 -2.86 0.28
O 1.49408 -0.62305 0.50793 -2.68 -0.56 -2.33
O 0.08154 -0.12932 -1.81423 -0.11 -0.73 2.44
H -1.29809 -3.78416 -0.02977 -0.85 2.00 0.10
H 1.63636 -1.40971 -0.07087 0.08 0.42 0.72
H -0.70936 0.31947 -2.17554 0.54 -0.13 0.43
O 1.38670 4.38595 1.70407 0.13 0.38 0.27
H 1.03053 3.60413 1.28327 -0.08 -0.23 -0.16


43
Properties=species:S:1:pos:R:3:forces:R:3 method="wB97M-V/def2-TZVPD" fmax_ha_per_bohr=0.01025
N -0.40066 -0.23710 2.22653 -0.26 0.43 -0.16
O -1.23339 -1.42470 2.27442 0.43 -0.22 -0.20
S -2.08482 -1.51491 0.87281 -0.24 0.25 0.33
O -2.53022 -2.88444 0.87611 0.01 -0.23 -0.05
O -3.34703 -0.59493 1.30109 0.04 0.00 -0.11
C -4.14788 -1.07756 2.37524 -0.10 0.04 -0.05
C -5.52510 -0.46780 2.33642 0.13 0.20 0.05
O -6.44521 -0.85396 2.96420 -0.12 -0.01 0.00
F -5.61088 0.62096 1.55510 0.01 -0.14 0.03
H 0.22558 -0.36572 1.43414 0.15 -0.09 0.08
H 0.17108 -0.31456 3.05917 -0.05 -0.15 0.08
H -3.69268 -0.81928 3.33458 -0.02 0.00 -0.03
H -4.28201 -2.15752 2.32630 0.10 -0.03 -0.02
C 2.31780 4.82468 1.13233 -0.05 -0.04 0.16
C 3.65225 4.11281 1.09594 -0.05 0.11 -0.27
O 4.08720 3.72769 2.41168 0.01 -0.01 0.06
C 3.51930 2.63181 2.90320 0.10 0.05 -0.01
O 2.71878 1.93072 2.33798 -0.11 -0.11 0.02
O 3.99961 2.43006 4.13011 0.00 0.00 0.00
C 3.45969 1.29150 4.80294 0.00 -0.06 0.09
H 2.35954 5.67525 1.81330 0.03 0.04 -0.05
H 2.06138 5.18710 0.13712 0.02 0.00 -0.02
H 1.52646 4.15639 1.46873 0.01 -0.04 -0.04
H 4.43338 4.77659 0.73169 0.05 -0.01 0.09
H 3.62196 3.23471 0.45220 -0.04 -0.05 0.06
H 3.56521 0.39540 4.19533 -0.03 0.01 -0.04
H 2.41018 1.45708 5.04277 -0.02 -0.02 -0.05
H 4.03212 1.18506 5.71904 0.02 0.06 -0.01
C -1.49781 -0.72680 -5.84332 -0.05 -0.03 0.16
C -0.13498 -1.38410 -5.84611 -0.04 0.09 -0.27
O 0.30366 -1.70750 -4.51682 0.04 -0.02 0.04
C -0.22790 -2.81284 -3.99602 -0.05 0.10 0.05
O -0.99874 -3.55691 -4.54318 0.00 -0.05 -0.02
O 0.23664 -2.94874 -2.75412 0.05 -0.02 0.01
C -0.28926 -4.07473 -2.04407 -0.02 -0.09 0.17
H -1.49686 0.14677 -5.19052 0.03 0.03 -0.05
H -1.76124 -0.40827 -6.85179 0.02 0.01 -0.02
H -2.26283 -1.41647 -5.48986 0.01 -0.04 -0.04
H 0.62118 -0.70089 -6.22767 0.05 0.00 0.08
H -0.12518 -2.28331 -6.46080 -0.04 -0.05 0.06
H -0.15297 -4.99378 -2.60887 -0.04 0.03 -0.08
H -1.34442 -3.92421 -1.82286 -0.02 -0.04 -0.06
H 0.26912 -4.13352 -1.11448 0.03 0.08 -0.01


19
Properties=species:S:1:pos:R:3:forces:R:3 method="wB97M-V/def2-TZVPD" relative_energy_kcal_mol=136.5 fmax_ha_per_bohr=0.02830
C 1.62957 -1.64604 -0.52165 0.07 -0.05 -0.24
C -1.40432 0.60158 1.54799 -0.12 -0.02 0.01
N 1.46981 0.89443 -0.39925 -0.19 -0.24 0.35
C 0.28002 1.65587 -0.27945 0.14 -0.21 -0.37
C -0.58775 -0.26409 -0.79505 0.15 -0.42 1.38
C 0.87489 -0.37045 -0.36819 0.65 0.12 -0.70
C -0.53279 0.54575 0.34156 -0.80 0.61 -0.79
N -1.46033 -1.23588 -1.09283 -0.01 0.05 -0.10
O 0.30151 2.92872 0.23223 -0.11 0.08 0.56
H 0.43339 2.89900 1.19933 0.14 0.07 -0.15
H 2.14449 1.09162 -1.13516 -0.10 -0.12 0.04
H -1.32474 -1.80071 -1.91688 0.01 0.07 0.12
H -2.39047 -1.23598 -0.69708 0.14 0.05 -0.07
H 2.51949 -1.64934 0.11046 -0.09 0.01 -0.02
H 1.00657 -2.49677 -0.23940 0.03 0.04 0.02
H 1.95060 -1.80880 -1.56205 0.00 -0.03 0.03
H -0.84921 0.95896 2.41742 -0.02 -0.03 -0.05
H -2.22530 1.30507 1.37221 0.07 -0.03 -0.01
H -1.83542 -0.37294 1.78580 0.04 0.03 0.00


13
Properties=species:S:1:pos:R:3:forces:R:3 method="wB97M-V/def2-TZVPD" relative_energy_kcal_mol=85.4 smiles="[H]/N=C/n1nncc1N" fmax_ha_per_bohr=0.14727
H -3.21783 -0.71697 -0.24699 2.17 2.36 1.06
N -2.27943 -0.11948 0.02903 -7.11 -2.09 -1.56
C -1.43848 -0.98838 -0.12045 5.55 -0.45 2.14
N -0.02656 -0.46377 0.20013 -3.90 -4.61 -1.36
N 0.99970 -1.32696 0.08532 -1.56 -1.55 -0.13
N 1.98463 -0.62844 -0.09192 4.72 1.67 0.55
C 1.73362 0.76949 -0.02806 -0.64 -3.98 -0.93
C 0.39861 0.75126 -0.03099 -4.28 4.90 1.40
N -0.66736 1.70055 -0.06019 -0.13 -0.23 0.18
H -1.53794 -2.09282 -0.18502 0.49 0.85 -0.42
H 2.54549 1.39169 -0.11182 1.14 1.63 -0.26
H -0.36202 2.59584 0.18256 0.54 1.53 0.16
H -1.66714 1.49472 0.30174 3.01 -0.03 -0.84


196
Properties=species:S:1:pos:R:3:forces:R:3 method="wB97M-V/def2-TZVPD" fmax_ha_per_bohr=0.17307
Li 1.38738 2.13465 -4.37497 0.05 -0.41 -0.04
C 3.61105 -0.21376 -0.59129 -1.52 -3.80 0.89
F 4.18609 -1.29635 0.06591 -0.59 1.02 -0.93
F 3.38476 0.67049 0.32746 0.27 1.30 -0.09
F 4.42747 0.12109 -1.54839 0.42 1.06 -0.32
S 1.91900 -0.90763 -1.39323 1.43 -1.52 -1.13
O 2.36041 -1.29961 -2.73760 -0.66 1.30 1.12
O 1.49626 -2.03309 -0.55208 0.57 2.58 -1.00
N 0.92460 0.51412 -1.51720 4.68 -1.78 -3.06
S 0.07343 0.41900 -0.29277 -8.58 -1.45 1.87
O -0.88222 -0.72081 -0.41807 1.14 2.44 0.18
O 0.64847 0.56316 0.97321 1.88 0.59 2.49
C -1.07091 2.03516 -0.42683 3.29 -3.08 0.77
F -0.30780 3.12489 -0.32799 -0.24 0.59 -0.73
F -1.65659 1.91739 -1.60877 -1.02 1.12 0.02
F -1.85164 2.02478 0.63438 -0.98 0.09 -0.61
C 11.81289 1.35342 -2.85354 1.33 1.18 -0.01
C 13.23050 2.00562 -2.58697 -1.23 0.02 -1.35
O 14.08123 1.04444 -2.08480 0.99 -0.90 1.08
O 10.98917 1.62215 -1.72939 -0.33 -0.06 -0.67
H 11.88035 0.27980 -3.02926 0.43 -0.24 0.23
H 11.43893 1.72337 -3.80822 -0.72 0.55 0.42
H 13.13914 2.86081 -1.91733 -0.17 -0.33 0.38
H 13.72691 2.42246 -3.46328 -0.49 0.13 -0.61
H 14.15889 0.40144 -2.79341 0.29 -0.27 0.20
H 11.50596 1.30125 -0.98673 -0.12 -0.05 0.32
C 2.54176 8.31280 -4.43283 -0.82 -0.74 -1.50
C 1.55987 7.08183 -4.32453 0.08 0.82 1.51
O 2.20131 5.84406 -4.04665 0.29 -0.62 -0.48
O 2.82538 8.58773 -5.81014 0.00 -0.25 0.29
H 3.49583 8.09176 -3.95428 -0.08 -0.13 0.55
H 2.13174 9.24567 -4.04587 -0.15 -0.31 0.24
H 0.88888 6.85967 -5.15431 0.52 0.59 -0.53
H 0.86378 7.28988 -3.51195 -0.02 0.11 0.36
H 2.98339 5.95120 -3.50032 -0.02 0.28 0.15
H 3.07111 7.72051 -6.14052 0.22 0.07 -0.58
C 0.65070 7.71863 3.86807 -1.29 0.06 0.23
C -0.86295 7.99257 4.02407 1.04 -0.75 0.33
O -1.52606 6.82290 3.52675 -0.28 0.46 0.34
O 0.94031 7.53539 2.50646 0.73 0.69 -0.40
H 0.96466 6.81850 4.39654 -0.38 -0.12 0.39
H 1.18480 8.54184 4.34259 0.36 0.22 -0.67
H -1.18682 8.88499 3.48852 0.20 -0.01 -0.29
H -1.08875 8.15992 5.07721 -0.06 -0.10 0.17
H -2.21150 6.63331 4.17158 -0.15 -0.32 -0.25
H 0.40355 6.80940 2.18019 -0.17 -0.13 0.13
C 8.23180 6.57435 -2.70313 0.63 0.27 -0.88
C 7.19864 5.92194 -1.87710 -0.06 0.12 1.84
O 6.77514 4.74402 -2.51021 -0.37 -0.49 -0.17
O 7.73399 7.00078 -3.95770 0.01 0.72 -0.12
H 9.01800 5.83230 -2.84218 0.25 -0.19 -0.14
H 8.73772 7.41596 -2.23001 -0.38 0.22 0.06
H 6.36807 6.52852 -1.51608 -0.28 0.21 -0.83
H 7.65303 5.63226 -0.92963 0.37 0.07 0.29
H 7.46593 4.13854 -2.23127 -0.25 -0.68 -0.38
H 7.57198 6.27020 -4.55904 0.04 -0.28 0.34
C 2.72987 0.82171 -7.99426 -1.99 -0.12 -1.38
C 1.28730 1.35689 -8.38042 1.72 0.55 0.68
O 0.43303 1.39649 -7.21847 0.70 0.03 -0.22
O 3.31553 1.53343 -6.93634 -0.37 -0.02 1.01
H 3.41140 1.02874 -8.81934 -0.46 -0.56 -0.71
H 2.65085 -0.24356 -7.77734 0.19 -0.11 0.06
H 0.81004 0.85287 -9.22084 0.27 -0.58 0.24
H 1.53681 2.34524 -8.76643 -0.57 0.55 0.27
H -0.48262 1.43425 -7.50440 -0.03 -0.02 -0.06
H 4.08795 0.97958 -6.80137 0.44 0.42 0.72
C 4.29617 1.71479 6.80820 -0.30 -1.44 0.04
C 2.80712 2.00912 6.82166 1.37 2.65 0.23
O 2.15552 1.23219 7.75014 -1.16 -0.87 0.67
O 4.72454 1.43802 8.17359 0.40 0.73 -1.65
H 4.86046 2.49387 6.29565 0.11 0.24 0.68
H 4.42587 0.83839 6.17322 0.41 -0.50 0.10
H 2.34363 2.17769 5.84962 -0.07 -0.92 -0.28
H 2.80808 3.01873 7.23250 -0.53 0.21 0.37
H 2.30856 0.29363 7.61867 -0.17 -0.20 -0.45
H 4.01038 0.90762 8.53449 -0.09 0.12 0.28
C -3.86361 -5.83809 5.53375 1.02 0.01 -0.53
C -2.70657 -4.77434 5.72934 -1.88 2.47 -1.12
C -3.29234 -3.33815 5.13184 -1.59 -0.47 2.65
C -4.27370 -2.71739 6.18984 0.60 0.02 0.55
C -3.57693 -2.55657 7.58274 -0.40 -1.32 -2.30
C -3.02211 -3.95516 8.11236 -3.50 0.78 -0.90
N -2.14753 -4.59424 7.05936 -1.12 2.96 1.13
O -1.49101 -5.70475 7.52594 0.32 -0.62 0.21
C -2.39513 -3.54640 9.38583 2.51 -0.30 -0.18
C -4.26624 -4.84972 8.53033 1.02 -0.37 -1.06
C -1.58334 -4.98786 4.79208 0.94 -1.40 -1.31
H -3.94539 -6.05728 4.46915 -0.06 0.48 -0.26
H -4.85763 -5.55141 5.87702 0.29 0.07 0.19
H -3.60345 -6.84115 5.87180 0.07 0.02 0.73
H -2.51517 -2.62241 4.86384 0.22 -0.30 0.15
H -3.94423 -3.50939 4.27521 0.53 -0.47 -0.33
H -5.18536 -3.31202 6.24819 0.15 -0.59 0.25
H -4.73507 -1.76405 5.93221 0.58 0.38 -0.50
H -4.27882 -2.06411 8.25574 0.08 -0.44 0.41
H -2.77078 -1.84598 7.40034 0.37 -0.14 0.27
H -1.62136 -2.86782 9.02680 0.43 0.26 0.73
H -3.07022 -3.01630 10.05766 0.01 -0.28 -0.15
H -1.89486 -4.39946 9.84422 -0.08 0.10 0.47
H -3.93697 -5.88061 8.40013 -0.05 -0.33 0.45
H -4.53563 -4.69932 9.57575 -0.16 0.05 -0.22
H -5.11543 -4.80130 7.84869 -0.10 0.46 0.28
H -1.21437 -6.00952 4.88257 0.25 -0.09 -0.21
H -0.73009 -4.31447 4.87339 -0.23 0.11 0.57
H -1.95441 -4.82903 3.77957 0.02 -0.35 -0.16
H -2.17056 -6.37493 7.62920 -0.20 -0.69 0.19
C 5.12296 -7.53715 -1.59525 -1.10 -0.70 -0.47
C 5.08846 -8.88578 -0.86735 1.59 -0.19 0.79
C 6.59883 -9.43153 -0.82673 -0.48 1.26 -0.12
C 7.44084 -8.93152 0.31711 0.51 -0.50 0.58
C 6.69188 -9.13611 1.57144 -0.74 -0.52 0.54
C 5.30368 -8.47259 1.63180 1.41 0.63 0.91
N 4.47065 -8.80975 0.45367 0.42 -0.94 2.10
O 3.17140 -8.18824 0.51353 1.25 -0.74 -0.34
C 4.67535 -8.90112 2.98969 -1.06 -0.07 -0.93
C 5.58054 -6.95391 1.71475 -0.93 0.36 0.25
C 4.29630 -9.93238 -1.63423 -0.01 0.29 0.14
H 5.37599 -7.88429 -2.59704 0.19 0.97 -0.32
H 5.71463 -6.70592 -1.21173 0.52 -0.56 -0.03
H 4.10427 -7.14981 -1.61340 -0.16 0.04 -0.36
H 6.62676 -10.52111 -0.81502 -0.21 -0.01 0.04
H 7.09233 -9.07918 -1.73249 -0.34 -0.30 -0.44
H 7.85690 -7.92612 0.38167 -0.26 0.26 -1.09
H 8.28743 -9.59695 0.48625 0.46 0.07 -0.67
H 7.35112 -8.72483 2.33588 -0.54 -0.13 0.63
H 6.61697 -10.21550 1.70330 -0.30 -0.16 0.37
H 3.82662 -8.24217 3.17283 0.04 0.09 0.35
H 4.23605 -9.89777 2.94734 0.13 -0.16 -0.34
H 5.34927 -8.91960 3.84619 0.26 0.44 -0.28
H 4.59767 -6.52698 1.91427 -0.04 0.58 -0.35
H 6.17064 -6.60135 2.56067 0.20 -0.54 0.19
H 6.03648 -6.50933 0.83012 -0.21 -0.17 -0.07
H 3.28774 -9.52421 -1.69977 -0.08 -0.31 -0.84
H 4.21874 -10.87164 -1.08662 0.15 0.20 0.34
H 4.84463 -10.18258 -2.54243 -0.62 0.30 -0.52
H 3.31914 -7.26485 0.29644 -0.05 0.54 -0.05
C -8.42506 12.42304 -0.04202 0.56 0.82 0.55
C -7.38283 11.91947 1.00195 -0.64 -1.33 -1.59
C -8.03960 10.62518 1.57557 0.21 -1.01 -0.94
C -8.15093 9.40025 0.57877 0.96 1.59 1.10
C -6.72066 9.06109 0.05536 -1.68 1.00 -0.04
C -6.00669 10.30471 -0.58501 -0.14 1.80 0.07
N -6.04973 11.52964 0.30263 -0.98 -0.32 2.35
O -5.28207 12.68032 -0.22702 -1.55 -1.58 0.23
C -4.49385 9.99720 -0.72313 -0.32 -0.06 -0.46
C -6.65211 10.66751 -1.96617 0.93 -1.73 0.07
C -7.17335 12.74455 2.26954 1.13 0.12 -1.23
H -8.02286 13.25174 -0.62477 0.15 -0.18 -0.29
H -9.31319 12.84129 0.43167 -0.08 -0.16 0.30
H -8.74355 11.59625 -0.67692 0.12 0.38 -0.03
H -7.51561 10.36467 2.49517 0.39 -0.54 -0.20
H -9.03817 10.84284 1.95450 -0.17 0.44 -0.28
H -8.83272 9.63309 -0.23918 0.04 0.04 -0.01
H -8.62331 8.60794 1.15946 0.28 -0.37 -0.23
H -6.89976 8.35149 -0.75242 0.62 -0.27 -0.02
H -6.21036 8.59326 0.89727 0.55 0.15 -0.29
H -4.32249 9.00934 -1.15077 -0.14 -0.22 0.22
H -3.96790 10.66249 -1.40786 -0.23 0.33 0.01
H -4.01666 10.07936 0.25341 -0.05 -0.23 0.04
H -6.40083 11.65894 -2.34302 -0.03 -0.05 0.33
H -6.17783 9.92086 -2.60309 -0.05 0.13 -0.69
H -7.71582 10.44521 -2.05110 0.02 0.31 0.28
H -6.54622 12.07224 2.85504 -0.08 0.42 0.56
H -8.12055 12.98393 2.75289 0.13 -0.06 -0.01
H -6.58763 13.63778 2.05239 -0.19 0.21 0.14
H -4.42984 12.42696 0.13507 0.24 0.37 0.04
C -6.57059 -8.41725 -5.51275 0.28 -0.06 -1.45
C -5.86970 -7.09021 -5.90786 0.54 0.44 0.73
C -6.72768 -5.87653 -5.46121 -0.34 -0.89 1.74
C -6.75282 -5.71892 -3.94647 1.58 0.33 0.88
C -5.31998 -5.41510 -3.43636 -1.69 -0.98 -1.29
C -4.35881 -6.58938 -3.89766 0.85 0.81 0.52
N -4.53092 -7.01518 -5.30391 0.04 2.47 0.39
O -3.59677 -7.99617 -5.70216 -0.83 0.56 0.09
C -3.02053 -5.92428 -3.67519 1.36 0.49 0.99
C -4.43652 -7.73919 -2.92081 -1.37 -0.33 1.18
C -5.71350 -6.86634 -7.39704 0.61 -1.06 -1.12
H -7.19398 -8.37495 -4.61961 -0.13 0.10 -0.34
H -5.88789 -9.25914 -5.39772 0.44 0.14 0.36
H -7.06250 -8.73561 -6.43187 -0.98 -0.04 0.34
H -6.39504 -4.93690 -5.90228 0.00 -0.15 -0.23
H -7.77468 -6.08773 -5.67866 0.04 0.05 -0.90
H -6.98402 -6.62426 -3.38522 -0.76 -0.20 -0.42
H -7.42518 -4.92421 -3.62326 -0.17 -0.05 -0.08
H -5.37757 -5.32063 -2.35199 0.51 -0.25 0.04
H -5.06550 -4.43211 -3.83268 0.59 -0.17 -0.14
H -2.99905 -4.88852 -4.01409 0.38 -0.33 -0.92
H -2.86467 -5.73962 -2.61231 -0.60 -0.11 0.49
H -2.11040 -6.50452 -3.82710 -0.13 -0.04 -1.07
H -5.46918 -8.07420 -2.82348 -0.21 -0.35 -0.25
H -3.82369 -8.62790 -3.07159 0.24 0.31 -0.39
H -4.24768 -7.36092 -1.91614 0.40 -0.03 0.03
H -6.68285 -6.73846 -7.87882 0.01 0.03 -0.04
H -5.18166 -7.67719 -7.89480 -0.32 -0.59 0.07
H -5.03202 -6.06134 -7.67208 -0.38 0.56 0.62
H -4.03863 -8.82737 -5.51385 0.06 -0.66 0.17


41
Properties=species:S:1:pos:R:3:forces:R:3 method="wB97M-V/def2-TZVPD" total_charge=-1 fmax_ha_per_bohr=0.04905
N -4.95109 1.31063 2.21467 1.15 0.03 1.01
C -4.24288 0.15972 2.71322 1.05 -2.08 0.87
C -4.06158 -0.09783 4.15179 0.53 -0.75 -0.80
C -3.32566 -1.23698 4.66699 -0.10 0.03 -2.52
C -2.74149 -2.18709 3.70752 -0.87 1.18 -0.50
C -2.89980 -1.96360 2.28968 -0.72 1.45 0.45
C -3.64910 -0.79205 1.78861 0.38 -0.35 1.01
C -3.73958 -0.60014 0.23304 1.10 -0.53 0.37
O -4.75042 -0.26246 -0.33151 0.48 0.11 0.23
C -2.41023 -0.92954 -0.51941 0.86 -0.49 0.20
C -1.93208 -0.10455 -1.61306 0.80 -1.99 0.96
C -0.65774 -0.45595 -2.23453 -1.19 -0.68 1.58
C 0.08093 -1.59999 -1.74001 -0.98 0.20 0.48
C -0.40251 -2.44387 -0.64290 -1.16 1.63 -0.84
C -1.66505 -2.10479 -0.01927 0.30 1.34 -1.03
C -2.27930 -2.88711 1.18688 0.15 1.23 -0.31
O -2.29459 -4.09152 1.23894 0.21 0.43 0.28
H -4.22470 1.92136 1.81800 -0.60 -0.22 -0.27
H -5.32098 1.85209 3.00585 0.10 -0.42 -0.34
H -4.49109 0.65577 4.85772 0.44 -0.79 -0.62
H -3.17002 -1.40157 5.76056 -0.26 0.29 -1.15
H -2.16013 -3.07713 4.04587 -0.61 0.91 -0.27
H -2.56272 0.76089 -1.91403 0.72 -0.78 0.10
H -0.28882 0.18912 -3.06304 -0.06 -0.79 0.82
H 1.06338 -1.83431 -2.21850 -0.98 0.27 0.57
H 0.19717 -3.31554 -0.30139 -0.59 0.82 -0.28
C 4.58844 1.92122 -4.49964 0.22 1.35 -0.66
F 4.54327 1.35727 -5.71780 -0.06 -0.26 0.47
F 5.77036 2.56136 -4.40938 -0.18 -0.36 0.13
F 3.63961 2.87878 -4.47733 0.04 -0.39 0.12
S 4.36404 0.69771 -3.15645 0.02 -0.80 -0.77
O 5.46504 -0.21790 -3.31627 -0.06 0.44 0.21
O 3.05795 0.13369 -3.39663 0.02 0.38 0.21
N 4.47150 1.71914 -1.95002 -0.16 -0.87 0.10
S 4.31825 1.05307 -0.51811 -0.14 -0.63 1.06
O 5.40299 0.20660 -0.08950 -0.02 0.40 -0.35
O 2.99957 0.57970 -0.17514 0.15 0.36 -0.37
C 4.52192 2.58877 0.45711 0.22 1.48 0.28
F 3.58117 3.50732 0.15931 0.05 -0.41 -0.02
F 5.71074 3.18094 0.22835 -0.17 -0.38 -0.03
F 4.44525 2.36879 1.77982 -0.05 -0.38 -0.39


| no. | M (g mol⁻¹) | frontier orbital gap (eV) | LUMO level (eV) |
| --- | --- | --- | --- |
| 1 | 139.02 | 3.27 | 2.027 |
| 2 | 365.33 | 10.72 | 0.366 |
| 3 | 126.16 | 6.22 | 0.650 |
| 4 | 111.11 | 9.32 | 0.661 |
| 5 | 1288.52 | 6.42 | -1.523 |
| 6 | 503.38 | 8.07 | 1.328 |